57
Properties=species:S:1:pos:R:3 method="wB97M-V/def2-TZVPD" orbital_gap_ev=6.204 lumo_ev=2.17 homo_energy_ev=-4.04 charge=-1 e_tot_ha=-5271.94728 max_force_ev_per_a=0.62
Tl 0.2769 2.3827 -1.8937
Cl 1.6711 7.4004 -0.6866
C 2.8124 6.1065 -0.7701
C 4.1617 6.4015 -0.7410
C 5.0917 5.3860 -0.7656
Cl 6.7823 5.8034 -0.7041
C 4.7036 4.0402 -0.8163
C 5.5896 2.9427 -0.7564
C 5.0867 1.6699 -0.8047
C 3.7085 1.4935 -0.9838
N 2.8589 2.4908 -1.0408
C 3.3096 3.7491 -0.9140
C 2.3000 4.7939 -0.8744
O 1.0687 4.5352 -0.9212
H 4.4889 7.4285 -0.6875
H 6.6531 3.1259 -0.6663
H 5.7336 0.8101 -0.7145
H 3.2810 0.5074 -1.0846
F -7.9896 2.1910 -0.9081
C -6.6530 2.0571 -0.7624
C -6.0468 0.8161 -0.9314
F -6.8060 -0.2435 -1.2842
C -4.6829 0.6825 -0.7445
F -4.1231 -0.5272 -0.9169
C -3.8671 1.7633 -0.3736
Se -2.0820 1.4979 0.1208
C -4.4999 3.0117 -0.2740
F -3.7678 4.0921 0.0303
C -5.8620 3.1626 -0.4634
F -6.4462 4.3741 -0.3614
C 0.7364 -5.6622 0.8565
C 0.9007 -4.2806 1.4866
N -0.3382 -3.7133 1.9654
C -0.9721 -4.3115 3.1313
C -2.2341 -5.0815 2.7413
C -0.8596 -2.5312 1.5171
O -1.7482 -1.9603 2.1101
C -0.2995 -2.0186 0.2261
C -0.3397 -2.7852 -0.9340
C 0.1847 -2.2645 -2.1068
C 0.7015 -0.9812 -2.0752
N 0.6877 -0.2162 -0.9922
C 0.1889 -0.7155 0.1289
H 1.7037 -6.0247 0.5181
H 0.0668 -5.6137 0.0028
H 0.3406 -6.3749 1.5748
H 1.3256 -3.5941 0.7523
H 1.6125 -4.3537 2.3193
H -1.2565 -3.5059 3.8176
H -0.2508 -4.9649 3.6298
H -2.9342 -4.3912 2.2787
H -2.7043 -5.5189 3.6205
H -2.0028 -5.8745 2.0329
H -0.7852 -3.7689 -0.9210
H 0.1912 -2.8400 -3.0199
H 1.1452 -0.5325 -2.9564
H 0.1887 -0.0653 0.9922